Entry 1:
{
  "formula": "C7H9N3O3SSi",
  "method": "wB97M-V/def2-TZVPD",
  "symbols": ["C", "C", "C", "C", "C", "C", "C", "N", "N", "N", "O", "O", "O", "Si", "S", "H", "H", "H", "H", "H", "H", "H", "H", "H"],
  "xyz": [[1.9461, -1.6092, 2.5484], [0.1551, -0.1569, 2.4626], [2.2412, 0.6445, 3.5040], [-1.8318, 0.5754, -2.6066], [0.7577, -1.3316, -1.8428], [0.5849, 1.6018, -0.6055], [1.4344, -0.2892, 2.8824], [2.4634, -2.6025, 2.3047], [-0.9936, -0.1373, 2.1138], [2.9793, 1.3727, 3.9428], [-3.1907, -1.0346, 1.3053], [-2.3451, 1.0678, 0.3744], [-1.2768, -0.9358, -0.2138], [-0.3772, 0.1154, -1.2813], [-2.1400, -0.2737, 0.7871], [-1.5451, 1.4081, -3.1221], [-1.8255, -0.3409, -3.0835], [-2.6777, 0.6856, -1.9360], [1.5384, -1.7037, -1.1086], [0.3456, -2.0620, -2.4501], [1.5060, -0.7993, -2.6186], [0.6522, 2.4312, -1.3375], [0.0401, 2.0938, 0.1564], [1.5590, 1.2804, -0.1755]],
  "forces_ev_per_a": [[0.161, 1.119, 0.621], [-1.701, 0.588, -0.690], [-1.130, -0.805, -0.922], [1.829, -1.347, 4.707], [3.610, 3.861, -0.312], [0.348, -0.786, -0.265], [-1.463, -2.355, -1.261], [0.011, -0.505, -0.214], [1.346, -0.557, 0.683], [1.985, 2.124, 1.423], [-0.237, -0.900, 0.100], [-0.313, 0.604, 0.239], [0.574, -1.160, -0.227], [0.192, -0.192, -2.682], [-0.077, 2.115, 1.915], [0.359, 2.036, -1.666], [-0.504, -1.589, -1.725], [-0.270, 0.274, -0.465], [-1.385, 0.170, -0.502], [-1.118, -1.701, -0.671], [-1.473, -0.835, 1.390], [0.408, -0.851, -0.092], [-0.706, 0.256, 1.160], [-0.445, 0.437, -0.544]],
  "relative_energy_kcal_mol": 0.0,
  "total_energy_ev": -36728.092,
  "orbital_gap_ev": 9.07
}

Entry 2:
{
  "formula": "C37H29BrF10N5O3W",
  "method": "wB97M-V/def2-TZVPD",
  "symbols": ["W", "C", "N", "C", "C", "N", "C", "C", "F", "C", "F", "C", "F", "C", "F", "C", "F", "C", "C", "N", "C", "C", "F", "C", "F", "C", "F", "C", "F", "C", "F", "H", "H", "H", "H", "H", "H", "H", "H", "H", "H", "H", "O", "C", "C", "C", "C", "C", "C", "C", "O", "O", "H", "H", "H", "H", "H", "Br", "C", "C", "C", "C", "N", "C", "H", "H", "H", "H", "C", "C", "C", "C", "C", "C", "C", "C", "N", "H", "H", "H", "H", "H", "H", "H", "H", "H"],
  "xyz": [[-0.0801, 0.5001, -0.3941], [-1.1780, 3.2541, 1.0539], [-0.9129, 2.6859, -0.2738], [-2.1550, 2.6167, -1.0542], [-3.1123, 1.6230, -0.4086], [-2.3374, 0.4882, 0.0774], [-3.0315, -0.5557, 0.5653], [-2.4148, -1.7638, 1.0228], [-1.0642, -1.8664, 1.1903], [-3.1113, -2.8905, 1.4162], [-2.4172, -3.9795, 1.7872], [-4.4983, -2.9021, 1.4768], [-5.1783, -4.0042, 1.8514], [-5.1440, -1.7125, 1.1746], [-6.4799, -1.6227, 1.3142], [-4.4468, -0.5990, 0.7411], [-5.2308, 0.5022, 0.5579], [0.0402, 3.5391, -0.9871], [1.4569, 3.2052, -0.5507], [1.7398, 1.8473, -0.9935], [3.0356, 1.5984, -1.2470], [3.3959, 0.6299, -2.2175], [2.4037, 0.1942, -3.0209], [4.6804, 0.1919, -2.4534], [4.9180, -0.7477, -3.3840], [5.7474, 0.7642, -1.7616], [7.0122, 0.3376, -1.9621], [5.4705, 1.8126, -0.8949], [6.4819, 2.4288, -0.2515], [4.1725, 2.2381, -0.6716], [4.0369, 3.2988, 0.1727], [-1.6734, 4.2316, 0.9651], [-0.2452, 3.3788, 1.6020], [-1.8079, 2.5875, 1.6394], [-1.9051, 2.2728, -2.0647], [-2.6308, 3.6082, -1.1337], [-3.8522, 1.3056, -1.1564], [-3.6583, 2.1178, 0.4086], [-0.1928, 4.6052, -0.8288], [-0.0309, 3.3155, -2.0585], [1.5745, 3.3410, 0.5350], [2.1293, 3.9161, -1.0470], [-3.5789, -1.3258, -4.0569], [-2.7474, -2.0207, -3.2662], [-3.1560, -3.2644, -2.7836], [-2.3175, -4.0158, -1.9850], [-1.0358, -3.5676, -1.7058], [-0.6096, -2.3253, -2.1560], [-1.4882, -1.5058, -2.8977], [-1.2058, -0.0699, -3.2134], [-1.7979, 0.4757, -4.1697], [-0.4376, 0.6025, -2.4383], [-3.0740, -0.5034, -4.3238], [-4.1362, -3.6230, -3.0516], [-2.6548, -4.9672, -1.5995], [-0.3623, -4.1825, -1.1264], [-0.8655, -0.8523, -0.6541], [1.4546, -4.1142, -3.7993], [1.7558, -3.1076, -2.2226], [2.7609, -3.4456, -1.3793], [2.9590, -2.6580, -0.2302], [2.1381, -1.5648, -0.0117], [1.1772, -1.1329, -0.8240], [0.8609, -1.9236, -2.0317], [3.3900, -4.2956, -1.5906], [3.7311, -2.9017, 0.4808], [2.2348, -1.0131, 0.9152], [1.0102, -1.2600, -2.8975], [-1.6916, 0.0822, 3.4345], [-0.2794, 0.4757, 3.7397], [0.0837, 0.6004, 5.0614], [1.3766, 0.9250, 5.4480], [2.3306, 1.1028, 4.4593], [2.0287, 0.9707, 3.1239], [3.1408, 1.1324, 2.1323], [0.6870, 0.6694, 2.6848], [0.3693, 0.5874, 1.4091], [-2.3535, 0.3866, 4.2449], [-1.7614, -1.0019, 3.3346], [-2.0264, 0.5266, 2.5016], [-0.6741, 0.4371, 5.8166], [1.6313, 1.0179, 6.4942], [3.3513, 1.3465, 4.7285], [3.8836, 0.3426, 2.2602], [3.6528, 2.0809, 2.2851], [2.7389, 1.0885, 1.1248]],
  "forces_ev_per_a": [[1.541, 2.497, 4.197], [0.056, -0.194, 0.469], [-0.061, -0.095, -0.653], [-0.749, -0.273, -0.296], [0.157, 0.361, -0.021], [1.460, 0.599, -0.626], [-0.468, -1.210, 0.237], [0.239, 0.031, -0.033], [-0.813, -0.085, -0.098], [-0.117, -0.006, 0.027], [-0.214, 0.171, -0.070], [0.075, 0.216, -0.019], [0.138, 0.271, -0.064], [-0.023, -0.370, 0.095], [0.255, -0.095, -0.085], [0.144, 0.131, 0.014], [0.145, -0.303, 0.003], [0.727, 0.351, -0.268], [-0.204, 0.185, -0.220], [-1.435, 0.021, 0.357], [1.417, -0.386, -0.267], [-0.511, 0.160, -0.048], [0.603, 0.025, 0.111], [0.266, 0.006, 0.058], [-0.059, 0.224, 0.223], [-0.193, 0.034, -0.027], [-0.313, 0.138, 0.063], [0.261, -0.156, -0.262], [-0.170, -0.132, -0.111], [-0.461, -0.101, -0.048], [0.052, -0.343, -0.089], [0.068, -0.136, -0.134], [-0.010, -0.028, -0.077], [0.012, -0.042, -0.100], [0.006, 0.192, 0.245], [0.164, -0.120, 0.067], [0.105, 0.168, 0.080], [0.088, -0.101, -0.176], [-0.060, -0.210, 0.032], [-0.042, 0.044, 0.214], [-0.004, 0.038, -0.070], [-0.090, -0.040, 0.132], [-0.102, 0.159, -0.064], [0.275, 0.213, 0.068], [-0.049, -0.050, 0.042], [-0.100, 0.259, -0.149], [0.127, 0.404, 0.188], [-0.420, -0.178, -0.188], [-0.030, -0.388, 0.151], [-1.114, -0.274, -1.136], [0.481, -0.200, 0.696], [0.427, 0.241, 0.855], [-0.143, -0.319, 0.037], [-0.177, -0.007, -0.057], [-0.016, -0.100, -0.001], [0.147, -0.035, -0.012], [-0.405, -1.042, 0.046], [0.091, 0.023, -0.163], [1.101, -0.578, 0.750], [-1.166, 0.100, -1.470], [-0.379, 1.416, 1.112], [1.388, -1.082, 0.672], [-0.751, 0.307, -0.562], [-0.320, 0.486, -0.735], [0.055, -0.109, -0.067], [-0.038, 0.016, 0.157], [0.111, 0.019, -0.101], [0.008, -0.260, 0.213], [0.061, 0.080, -0.040], [0.263, -0.009, -1.076], [0.329, 0.146, 0.406], [-0.060, -0.081, -0.237], [-0.087, -0.015, 0.628], [-0.767, -0.215, -0.951], [-0.189, -0.002, -0.010], [1.066, 0.367, 3.850], [-1.645, -0.859, -5.537], [-0.046, 0.024, -0.011], [-0.053, 0.029, -0.006], [-0.069, -0.014, 0.004], [-0.066, 0.006, 0.052], [0.026, 0.031, 0.045], [0.054, 0.002, 0.027], [-0.001, -0.066, -0.092], [0.011, 0.066, -0.083], [0.192, 0.054, -0.014]],
  "charge": -1,
  "relative_energy_kcal_mol": 0.0,
  "total_energy_ev": -151476.486,
  "orbital_gap_ev": 5.96
}